ORCA calculation (the ωB97M-V functional and the def2-TZVPD basis) on a 4-piece molecular cluster, C4H16O4 overall.

Geometry as XYZ:
```
24
Properties=species:S:1:pos:R:3
H 1.42 0.91 1.38
H -2.12 -0.95 -2.07
H -1.36 -2.64 -0.90
H 1.53 -0.84 1.06
O 3.84 -1.10 -0.37
H 4.80 -1.02 -0.31
H -0.82 -0.85 1.24
H -2.24 2.73 0.44
H -1.83 1.18 2.18
O -0.35 -0.10 1.63
H 2.43 -1.30 -1.82
H -3.05 -0.44 -0.67
H -2.03 3.95 1.72
C 3.46 -0.97 -1.72
C -1.75 2.95 1.40
H -3.62 -1.82 -1.61
C 0.90 0.04 0.97
H 4.07 -1.57 -2.40
H -0.66 2.93 1.23
H 3.47 0.08 -2.06
C -2.73 -1.31 -1.24
O -1.99 -2.15 -0.37
H 0.77 0.25 -0.10
O -2.15 2.06 2.42
```

Output
* molecular weight: 128.2 g/mol
* LUMO: 0.46 eV
* SMILES: CO.CO.CO.CO
* HOMO: -9.7 eV